Entry 1:
Here is C38H43N9O2SSc as an isolated structure from the Open Molecules 2025 dataset. Energies are from ωB97M-V/def2-TZVPD.

Last column: Mulliken charge in e.
CARTESIAN COORDINATES (ANGSTROEM)
1 H -21.995436 5.506706 3.717870  0.37
2 N -16.182573 2.396055 5.620997  0.88
3 H -21.319368 6.022108 0.813818  0.32
4 C -16.472949 1.202127 6.217975  0.21
5 H -13.095899 9.412270 9.245369  0.33
6 H -13.073948 5.241115 5.485027  0.41
7 H -13.177466 3.225327 4.118552  0.44
8 C -18.279077 5.730104 9.768599  -0.91
9 H -13.411683 2.836799 5.850115  0.33
10 H -19.000559 6.409038 10.222740  0.55
11 H -17.348377 6.029532 10.265589  0.39
12 O -19.065472 3.856882 6.700897  0.68
13 H -17.630789 -1.795855 5.112551  0.41
14 C -16.410649 3.074626 9.402947  -1.41
15 H -22.598686 3.035466 5.073952  0.41
16 N -16.540588 2.732197 8.005541  0.28
17 S -19.290523 2.200727 3.349953  -0.32
18 H -15.272315 9.045077 10.100045  0.23
19 N -20.281299 4.277350 4.804968  -0.31
20 H -16.963751 0.301918 4.377848  0.14
21 C -22.693979 0.549917 7.472252  -0.44
22 C -13.873332 3.310538 4.964649  -1.12
23 N -16.990846 8.328551 5.383992  -0.63
24 C -21.332660 3.084028 1.489837  -0.71
25 H -14.928534 1.546450 4.193595  0.82
26 C -13.736054 8.807310 8.609108  -0.64
27 C -21.390047 6.348885 1.830459  -1.21
28 H -18.379453 4.135376 2.401035  -0.11
29 C -17.175338 -0.916679 8.360109  -0.95
30 C -21.502344 0.822188 8.125518  -0.99
31 C -14.085776 4.797685 5.277081  -0.74
32 C -18.717566 4.217416 9.879437  -0.10
33 C -20.109556 3.622773 5.971292  -0.90
34 H -18.565677 5.588798 1.397436  0.34
35 H -22.137193 7.193577 1.797149  0.38
36 C -16.880698 0.403578 8.634740  -0.39
37 H -13.267827 7.071288 5.693656  0.20
38 C -20.346833 3.496827 3.670028  -0.19
39 C -15.174107 2.539742 4.555276  -1.08
40 N -18.293222 8.417631 1.191268  -0.74
41 H -23.804166 0.844541 5.570374  0.29
42 C -23.029034 1.236303 6.277575  -0.74
43 C -17.095438 7.762221 4.398232  0.32
44 H -19.502273 4.195227 10.658690  0.58
45 H -21.170705 0.230226 8.963188  0.42
46 C -14.857649 6.344340 6.979961  1.37
47 H -19.607225 1.822887 7.977507  0.26
48 H -22.676704 1.869468 2.678656  0.11
49 N -17.010114 5.839921 7.618960  1.40
50 C -15.019241 8.603956 9.086690  -0.50
51 H -17.676095 -2.623848 7.290001  0.33
52 C -17.473991 7.161557 3.239677  0.16
53 C -20.626250 1.729519 7.592894  0.33
54 H -17.511570 3.288142 11.316017  0.31
55 H -22.985481 4.964318 2.360820  0.44
56 H -15.870118 4.059139 9.509534  0.31
57 N -15.052866 5.155648 6.352582  0.86
58 C -22.115965 1.776249 1.742927  -0.89
59 H -12.389263 8.723077 6.931583  0.33
60 H -15.630872 3.020754 3.639322  0.17
61 H -15.713896 2.361158 9.802109  0.80
62 H -18.431575 7.279843 8.218973  0.29
63 H -23.333182 -0.232832 7.904237  0.35
64 H -18.230736 2.214301 10.085802  0.34
65 C -13.768105 7.227842 6.691198  -1.05
66 H -16.988956 0.682308 9.686383  0.25
67 C -21.020110 2.556546 6.487573  0.65
68 C -16.012783 6.706453 7.737869  0.49
69 C -17.430249 -1.586010 7.161507  -0.61
70 C -17.488054 5.685859 3.213381  0.45
71 C -17.871299 7.849343 2.144600  -0.27
72 H -20.293063 2.763933 1.162031  0.34
73 O -16.953205 4.941629 4.080326  0.16
74 H -20.411043 6.612957 2.132093  0.29
75 C -16.564534 1.417347 7.706728  1.39
76 H -21.845299 3.664919 0.663037  0.57
77 H -17.127897 8.063097 8.812948  0.36
78 H -19.254844 4.006131 8.950333  -0.37
79 C -16.071860 7.927060 8.491483  -0.79
80 C -22.252835 2.335150 5.861160  -0.32
81 H -19.034217 5.649885 7.747527  0.33
82 Sc -16.904818 4.215334 6.291864  -2.41
83 N -18.095472 5.091596 2.160036  -0.30
84 C -13.283104 8.289462 7.395015  -0.43
85 H -14.508680 5.264301 4.356478  0.39
86 C -21.933621 5.209813 2.687487  -0.74
87 H -21.487294 0.849755 1.824549  0.23
88 C -17.718641 3.142457 10.208972  -0.71
89 C -17.330178 -1.141475 5.888604  -0.67
90 C -16.881018 0.105239 5.463913  -0.30
91 C -18.268249 6.152412 8.279290  -1.13
92 H -22.863251 1.693732 0.940285  0.38
93 N -21.225376 3.875544 2.689657  0.58
94 H -17.192315 -1.525063 9.254083  0.33

Cartesian forces (eV/Å) of the 2 atoms listed first:
0.044 0.173 0.479
1.479 -0.871 -0.249

Electronic energy   -89148.098 eV
LUMO energy   2.2 eV
Net charge   -1

=====

Entry 2:
Here is C6H6O3Y as an isolated structure from the Open Molecules 2025 dataset. Energies are from ωB97M-V/def2-TZVPD.

Last column: Mulliken charge in e.
CARTESIAN COORDINATES (ANGSTROEM)
1 H -0.164612 -0.243599 0.393233  0.25
2 C -1.825042 2.876134 0.074656  -0.01
3 O -2.352455 -1.993299 -0.574369  -0.39
4 O 2.236503 0.774505 0.754389  -0.64
5 C 0.622692 -0.751021 -0.188954  -0.21
6 H 2.715983 -1.114679 0.066895  0.26
7 H -3.443543 1.290081 -0.304839  0.34
8 H 0.772692 -0.258995 -1.165629  0.27
9 Y 1.708296 2.877633 0.761068  1.93
10 C -2.828651 2.226131 -0.220932  -0.16
11 O -0.638233 3.165284 0.364052  -0.73
12 C 1.917257 -0.563329 0.603125  -0.24
13 C -1.214673 -2.375648 -0.466612  0.57
14 C 0.088635 -2.140825 -0.460839  -0.80
15 H 0.629357 -2.714108 -1.222634  0.29
16 H 1.775796 -1.054265 1.587392  0.30

Cartesian forces (eV/Å) of the 2 atoms listed first:
0.168 0.299 -0.424
-2.629 -3.225 -0.851

Electronic energy   -13492.434 eV
LUMO energy   -6.8 eV
Net charge   +1

=====

Entry 3:
Here is C8H23ClGdI2NO2P2 as an isolated structure from the Open Molecules 2025 dataset. Energies are from ωB97M-V/def2-TZVPD.

Last column: Mulliken charge in e.
CARTESIAN COORDINATES (ANGSTROEM)
1 C 4.396250 -0.286842 -0.865381  -1.17
2 O 1.329311 -0.776230 1.905011  -0.76
3 H -0.547372 2.172637 3.660085  0.35
4 H -1.563304 -2.616953 -3.577375  0.36
5 C -0.075846 0.199888 3.698865  -0.73
6 C 0.357530 -0.043192 2.285507  1.27
7 C -4.164139 -1.770517 -1.051938  -1.03
8 H 2.994567 2.252716 -2.252123  0.33
9 Cl 0.989748 0.005270 -2.826266  -0.40
10 H -4.649914 -0.910029 -0.568465  0.22
11 H -4.816951 -2.190659 -1.832015  0.39
12 H 4.378272 -1.164895 -0.198762  0.39
13 H -1.782373 1.360078 4.379665  0.43
14 C 3.419386 2.420923 -1.253390  -1.08
15 C -3.171681 -0.016387 -2.980169  -1.08
16 I -3.742472 0.692619 1.785959  0.04
17 H -2.375273 0.232683 -3.686334  0.34
18 H -2.033799 -3.591437 -2.168668  0.35
19 H -3.279918 -3.074061 -3.329103  0.37
20 P 3.126825 0.903785 -0.265746  0.71
21 H -3.421775 0.881403 -2.405890  0.31
22 H -1.601896 1.250332 2.748230  -0.08
23 C 3.898317 1.425210 1.311770  -1.11
24 H 5.405549 0.156772 -0.863019  0.40
25 H -4.063528 -0.330628 -3.529688  0.39
26 H -3.977706 -2.508950 -0.256256  0.25
27 H 2.881515 3.243399 -0.754789  0.36
28 H 4.997244 1.319686 1.272104  0.39
29 H 4.129722 -0.599476 -1.885246  0.38
30 C -2.348759 -2.773714 -2.830702  -1.17
31 H 3.498234 0.801672 2.121099  0.28
32 H 0.734210 0.484925 4.388048  0.39
33 H 3.643116 2.479624 1.508758  0.38
34 H 4.486930 2.678195 -1.339808  0.38
35 I -3.180863 -1.672828 2.702168  0.03
36 O -0.331822 0.560049 1.364115  -0.61
37 P -2.543577 -1.270591 -1.781821  0.60
38 H -0.534177 -0.696329 4.118179  0.26
39 Gd 0.610898 -0.526240 -0.393519  1.00
40 N -1.070480 1.298092 3.646909  -0.11

Cartesian forces (eV/Å) of the 2 atoms listed first:
-0.585 -0.400 -0.198
-1.424 0.606 1.666

Electronic energy   -82378.830 eV
Spin multiplicity   8
LUMO energy (alpha / beta)   -9.2 / -7.3 eV
Net charge   +2

=====

Entry 4:
Here is a 2-piece molecular cluster, C4H8O overall from the Open Molecules 2025 dataset. Energies are from ωB97M-V/def2-TZVPD.

Last column: Mulliken charge in e.
CARTESIAN COORDINATES (ANGSTROEM)
1 H -2.259809 1.246786 1.223687  0.27
2 H 4.137964 0.274102 -1.645212  0.24
3 H -2.102448 -0.361360 -0.926331  0.28
4 O 4.426599 1.814536 -0.445459  -0.38
5 H -0.731218 -2.158194 -0.604486  0.24
6 H 4.304311 2.123070 -2.334556  0.24
7 C -2.471700 0.174363 1.253674  -0.90
8 H -0.984678 -2.187855 1.198698  0.25
9 H -2.031717 -0.183705 2.182404  0.29
10 C -1.821522 -0.521927 0.108190  0.09
11 C -1.180427 -1.689176 0.261222  -0.76
12 C 4.273015 1.355965 -1.553386  -0.10
13 H -3.558375 0.113394 1.281556  0.24

Cartesian forces (eV/Å) of the 2 atoms listed first:
0.039 0.049 -0.042
-0.096 -0.080 -0.740

Electronic energy   -6323.132 eV
LUMO energy   0.9 eV

=====

Entry 5:
Here is C53H52FN11O3S2 as an isolated structure from the Open Molecules 2025 dataset. Energies are from ωB97M-V/def2-TZVPD.

Last column: Mulliken charge in e.
CARTESIAN COORDINATES (ANGSTROEM)
1 H 5.377844 -3.342406 5.808197  0.36
2 H 3.580795 0.447301 -0.078161  0.34
3 S 3.596061 -2.559809 -5.780622  0.23
4 C -4.037471 0.694136 -5.492182  -0.13
5 C 5.377869 -2.084347 -2.514433  -0.91
6 H 3.567097 7.276353 8.508077  0.35
7 H 0.382726 -4.491040 -7.485776  0.37
8 N -2.092612 4.107316 5.449490  -0.35
9 C 2.363314 -2.236653 6.237893  -0.26
10 C -2.027155 5.791279 8.451338  -0.10
11 H -5.081602 -5.183249 -11.982702  0.33
12 H -5.346734 5.203124 8.437379  0.39
13 C -3.089845 1.951397 5.752352  -0.74
14 N -5.887146 2.150168 -5.939948  -0.56
15 O 1.921736 1.253990 -4.441015  -0.46
16 H 1.616107 -1.725892 5.639775  0.40
17 S 3.181511 1.702133 -3.959312  1.09
18 H -2.975100 3.767161 -6.396326  0.36
19 C -1.954309 -1.371190 -3.019457  -0.60
20 H -2.270911 4.958302 3.591586  0.36
21 H -3.589022 6.364198 7.097353  0.38
22 C 1.625151 4.604432 9.213516  -0.44
23 H -5.680502 -8.481611 -9.623212  0.33
24 H 7.438490 2.127125 2.774257  0.37
25 H -0.762743 0.414143 -3.251519  0.58
26 C 3.800159 2.534493 0.383464  -1.29
27 H -2.021318 3.094033 7.231864  0.42
28 N 3.316129 4.048810 7.606838  -0.27
29 C -3.637129 2.946193 -6.157037  -0.50
30 C -2.294673 -6.265398 -7.066044  -0.35
31 H 5.884961 -2.981132 -2.185444  0.44
32 C -0.990797 -4.991396 -9.068463  -0.58
33 H -2.906363 -3.304550 -3.068439  0.40
34 H -6.125857 0.195310 -5.365416  0.35
35 C -3.532024 1.947262 4.438774  -0.12
36 C -2.520112 4.088303 4.189538  -0.26
37 C 4.958838 2.517741 5.033604  0.13
38 O 4.894269 1.343462 -1.413020  -0.43
39 C -1.224522 -3.175834 -4.397130  -0.33
40 N -1.162176 -5.630669 -6.767877  -0.45
41 H 6.443588 3.865127 4.240226  0.40
42 C 6.596466 1.889919 3.416574  -0.35
43 N 6.155228 0.634290 3.355364  -0.55
44 C 4.047001 0.301348 -3.361806  -0.11
45 C -7.822701 -7.144224 -11.858536  -0.13
46 C -3.139486 1.707705 -5.785078  -0.17
47 H -2.256366 4.021787 11.158875  0.35
48 H -1.309043 -4.192443 -4.764987  0.46
49 C -7.352210 -8.021198 -10.894757  -0.58
50 C -2.836564 -6.311333 -8.341321  -0.04
51 H -5.438034 4.070326 -6.504006  0.34
52 H -3.690681 -0.287621 -5.197553  0.35
53 H -2.792402 -6.759734 -6.238063  0.36
54 C -6.081513 -7.815197 -10.379754  -0.10
55 H -2.628743 -0.946288 -2.285957  0.41
56 H 3.510889 2.427312 1.431612  0.37
57 C 5.117520 0.314733 4.129559  -0.41
58 H -4.656078 4.006198 10.521239  0.38
59 C -7.004647 -6.102855 -12.265278  -0.65
60 H -2.072580 1.532897 -5.724150  0.51
61 N -5.284057 -6.820106 -10.761365  -0.27
62 O 4.039522 2.535879 -4.723545  -0.62
63 C 2.086326 5.909181 9.273857  -0.18
64 C -2.379356 3.051339 6.207848  -0.02
65 H -2.567683 -5.676835 -10.369688  0.38
66 C 6.039186 2.861693 4.234228  -0.39
67 C -4.311683 5.194002 8.753997  -0.18
68 H 0.712562 -0.630702 -4.943437  0.64
69 H -8.809473 -7.269942 -12.284829  0.37
70 C -0.925479 -0.611939 -3.553464  -0.40
71 C 2.273750 3.718158 8.367463  -0.32
72 C -5.749096 -5.986002 -11.688625  0.03
73 H 5.169182 0.885130 0.584130  0.32
74 H -4.091347 1.107657 4.046722  0.38
75 N 4.487340 -3.094892 -4.572180  -0.69
76 N -1.647525 5.151912 9.554698  -0.27
77 N 3.512300 -2.509440 5.623793  -0.42
78 C -3.931955 4.526769 9.909540  -0.51
79 C 4.757713 0.253521 -2.194320  0.43
80 H -1.237844 6.273393 7.885608  0.36
81 H 4.597788 5.553098 7.049776  0.33
82 C 4.450051 -3.135865 6.330404  -0.12
83 C 4.287581 -3.513568 7.654966  -0.44
84 N 3.364981 -1.038004 -5.341590  -0.55
85 C 3.994039 -0.873594 -4.172808  0.59
86 H 3.651374 0.897885 5.582742  0.43
87 C -2.592686 4.535389 10.264376  -0.20
88 H 1.148701 -2.321391 8.005513  0.36
89 C 3.172841 6.269430 8.492596  -0.68
90 C -0.530634 -5.007490 -7.759714  -0.18
91 H -3.758971 -6.838851 -8.537221  0.21
92 H -3.564925 3.082157 2.606860  0.37
93 F 2.895730 2.476590 -2.634793  -0.19
94 C -2.111776 -2.678514 -3.451688  -0.40
95 C -0.097993 -1.195126 -4.501644  -0.41
96 C 4.649536 -2.067206 -3.729073  0.74
97 H -3.290768 1.120048 6.414302  0.37
98 H -7.954651 -8.848904 -10.546883  0.34
99 H 4.770829 -0.711476 4.069230  0.51
100 H 4.485105 3.237690 5.689335  0.42
101 H 2.913163 2.814000 -0.185162  0.34
102 C -5.012793 3.114385 -6.217925  -0.17
103 H 5.085365 -4.021285 8.179162  0.36
104 H 1.940178 2.688781 8.289489  0.43
105 C -2.168370 -5.659345 -9.363941  -0.08
106 N -0.232960 -2.454723 -4.920276  -0.34
107 H 0.771405 4.291182 9.794853  0.36
108 C -3.241828 3.039638 3.637877  -0.40
109 H 5.990222 -0.912510 -0.860549  0.47
110 C 2.101485 -2.569579 7.558318  -0.44
111 C 3.086683 -3.222899 8.281214  -0.15
112 H -7.329639 -5.393197 -13.013428  0.35
113 C 4.360382 1.212880 -0.071035  -0.15
114 C 5.429016 -0.952128 -1.785446  -0.29
115 H 1.601178 6.631843 9.917450  0.43
116 C -3.340896 5.841806 8.010122  -0.60
117 H 4.547563 3.324611 0.318675  0.29
118 C 3.748151 5.305757 7.678564  -0.07
119 H 2.921548 -3.499972 9.314338  0.37
120 C 4.490376 1.215088 4.977821  -0.49
121 H -0.437028 -4.464524 -9.833643  0.36
122 C -5.394311 0.965380 -5.585561  -0.38

Cartesian forces (eV/Å) of the 2 atoms listed first:
0.009 -0.008 0.018
0.020 -0.016 0.008

Electronic energy   -102723.653 eV
LUMO energy   -0.6 eV

=====

Entry 6:
Here is C3H7NOS2 as an isolated structure from the Open Molecules 2025 dataset. Energies are from ωB97M-V/def2-TZVPD.

Last column: Mulliken charge in e.
CARTESIAN COORDINATES (ANGSTROEM)
1 C -1.476444 -1.441842 0.163760  -0.66
2 H 0.211686 2.055407 0.662184  0.38
3 C 0.817468 0.169955 -0.035646  0.93
4 S 3.450481 -0.132084 -0.124193  -0.14
5 O -1.230903 1.343891 -0.656403  -0.63
6 H -1.625503 -1.706155 1.250833  0.28
7 H 3.285299 -1.524744 -0.539640  0.10
8 S 0.365262 -1.358280 -0.355064  -0.21
9 H -1.897003 -2.198264 -0.552013  0.33
10 N 2.003337 0.637669 -0.021688  -0.41
11 H -0.947835 2.396552 -1.281092  0.35
12 H -1.777272 -0.278174 -0.091632  0.22
13 H -0.954743 0.912550 1.194995  0.29
14 C -0.223833 1.123515 0.385598  -0.83

Cartesian forces (eV/Å) of the 2 atoms listed first:
0.537 2.442 -0.896
0.642 0.600 0.104

Electronic energy   -28428.886 eV
LUMO energy   0.2 eV